Entry 1:
This record from the OMol25 dataset describes 7 unconnected molecules or ions with the total composition C45H51N2O2. The level of theory is ωB97M-V with the def2-TZVPD basis set.

XYZ file:
```
100
Properties=species:S:1:pos:R:3:forces:R:3:mulliken_charge:R:1
C 5.303300 -5.591516 -3.593968 -0.052 -0.037 0.056 -0.24
H -1.038876 -0.647536 0.499702 -0.019 -0.072 0.223 0.08
H -0.907202 0.543628 -3.733218 0.125 0.247 -0.052 0.37
C -0.658174 3.007926 1.119447 0.033 -0.031 -0.068 -0.18
O 0.347680 -1.426211 -1.834802 -0.561 0.697 -0.179 -0.18
C 6.330693 -6.516497 -3.718247 0.023 0.039 -0.040 -0.50
C 4.338267 -5.753054 -2.607625 0.017 0.041 -0.069 -0.18
H -1.693845 10.394007 3.288375 0.012 0.000 0.003 0.36
H 5.255432 -4.743094 -4.266982 0.027 -0.009 -0.009 0.32
H 3.536624 -5.029887 -2.508656 -0.001 -0.012 0.023 0.39
H -0.503737 2.254101 0.357954 -0.003 0.141 0.144 0.48
C -2.474215 -1.773174 3.356589 -0.032 0.018 0.041 -0.46
C -0.434719 8.790210 3.955101 0.005 -0.034 -0.001 -0.10
H -5.483513 0.933120 2.421965 -0.010 0.009 0.002 0.35
H -4.551458 -5.884011 -5.009834 0.005 0.011 0.004 0.37
C 0.918406 -0.481063 -4.274082 -0.885 1.132 0.033 -0.20
C -1.696241 -2.904423 3.564195 0.013 -0.008 -0.020 -0.51
C 0.043589 5.015019 2.245594 0.009 0.011 -0.008 -0.15
H -2.836042 3.834318 3.576921 -0.001 0.041 -0.009 0.31
H -5.005477 -6.284440 -2.615281 0.007 0.005 -0.004 0.38
H 0.338560 -2.664161 0.866648 0.013 0.023 0.011 0.38
C 0.786158 9.187733 5.987914 0.020 -0.006 0.014 -0.51
C 5.430089 -7.762841 -1.869867 0.000 0.007 -0.005 -0.37
H 3.645145 -6.970311 -0.983156 0.011 0.003 0.000 0.37
C 0.122592 -0.065632 -1.966065 -0.033 0.461 0.817 0.43
H -2.468633 2.117434 1.841690 -0.010 0.017 -0.031 0.43
C -3.384798 -5.053504 -1.940756 -0.037 -0.035 0.016 -0.53
H 7.081013 -6.393051 -4.488823 0.003 -0.004 0.014 0.36
H -3.585041 -5.228438 -0.891966 0.018 0.010 -0.004 0.41
C 3.139614 0.375408 -3.477659 0.404 0.113 -0.916 -0.74
H -0.327458 -1.879313 -2.362600 0.207 -0.309 0.006 0.19
H -7.739276 0.813957 3.424161 0.003 0.005 0.008 0.36
C 0.454169 8.354428 4.928588 -0.012 -0.008 -0.025 -0.14
C -0.660866 10.891113 5.101414 0.006 -0.003 0.007 -0.36
H 1.478023 8.847470 6.748000 -0.002 0.006 -0.009 0.35
H 0.494747 11.109171 6.895621 -0.007 -0.008 -0.001 0.36
C -0.449449 -2.413057 1.567037 -0.021 -0.024 -0.004 -0.28
H 0.888609 7.364033 4.861757 0.003 0.008 0.009 0.33
C -0.995665 10.056762 4.044043 -0.005 0.011 -0.016 -0.53
H -3.266959 -1.524855 4.051602 0.014 0.019 -0.004 0.45
C -2.235223 -0.959578 2.258214 0.027 -0.073 -0.023 -0.14
O -0.034212 0.617843 -0.995980 0.442 -0.361 -1.178 -0.54
C -4.183473 -5.645555 -2.909856 0.043 0.028 -0.010 -0.44
C -5.631914 1.214779 3.457685 0.012 0.003 0.007 -0.31
H -1.880112 -3.537595 4.422704 0.002 0.009 -0.003 0.40
C -4.555950 1.645663 4.222124 -0.018 -0.054 -0.023 -0.14
H 2.979941 0.204674 -2.407668 0.193 -0.171 -0.095 0.33
C 2.256990 -0.539007 -4.283356 0.625 0.238 0.511 0.59
H -3.904075 2.333950 6.147142 -0.002 -0.008 -0.008 0.38
H 5.710565 -2.618490 -2.523216 -0.242 -0.102 0.074 0.44
H -1.231352 5.696099 3.832273 0.000 -0.013 0.004 0.31
C -6.010510 1.926874 6.114766 -0.004 0.009 -0.010 -0.38
C -1.224118 -1.279366 1.360575 -0.089 0.008 -0.079 0.05
C -2.328222 -4.238409 -2.317722 0.131 0.143 -0.012 -0.52
H -8.076652 1.453336 5.786483 0.009 -0.006 -0.002 0.37
H 4.775569 0.153197 -4.943050 -0.110 -0.189 0.129 0.44
H -3.568673 1.703599 3.782370 0.014 -0.046 0.045 0.48
H 0.752207 5.826225 2.362470 -0.010 -0.001 -0.006 0.36
C -2.878602 -4.597662 -4.635181 0.073 0.078 -0.067 -0.35
H -0.691029 8.141193 3.126166 -0.015 0.012 0.003 0.26
C 4.635437 0.364591 -3.876377 -0.053 0.133 1.024 -1.16
H 1.429524 -2.896425 -6.324154 0.059 0.077 0.015 0.50
C -3.929369 -5.419520 -4.256118 -0.032 -0.016 0.007 -0.45
C 0.248197 4.049576 1.267960 -0.047 0.006 0.025 -0.71
C 4.880112 -1.917283 -2.641049 0.681 0.080 0.233 -0.58
H -0.074205 -4.104280 2.834702 -0.005 0.006 0.006 0.38
H -1.701513 -3.781700 -1.559312 -0.037 -0.042 0.051 0.48
H 5.680865 0.029335 -2.033019 0.040 -0.221 0.009 0.31
C -1.764583 2.931996 1.953333 -0.001 0.041 0.014 -0.21
C -0.682414 -3.223469 2.670838 -0.008 -0.013 -0.010 -0.58
H -2.838797 -0.075129 2.101134 -0.026 -0.020 0.004 0.25
H 7.200638 -8.317320 -2.945373 -0.010 0.004 -0.006 0.37
C 4.399682 -6.841043 -1.748475 -0.025 0.009 0.027 -0.50
H 1.115215 4.109657 0.621243 0.000 0.006 0.013 0.36
C -1.068776 4.940656 3.073280 0.048 0.011 0.002 -0.41
C 0.140770 0.485658 -3.420547 -0.271 -1.626 0.236 -0.96
N 2.590803 -1.573985 -5.148118 0.405 1.083 0.781 0.07
H -6.157696 2.199852 7.151833 -0.002 0.007 -0.010 0.37
C -4.744244 2.000220 5.550868 0.012 0.006 0.017 -0.58
C 6.396090 -7.599399 -2.852983 -0.002 -0.012 0.002 -0.38
N 0.436097 -1.447088 -5.148668 0.164 1.102 1.095 0.11
C -2.077600 -4.010338 -3.665036 -0.126 -0.015 0.081 0.19
H -2.684551 -4.416746 -5.685635 -0.019 -0.038 -0.001 0.34
H -0.544765 -1.601664 -5.330130 0.109 -0.292 -0.290 0.31
H 4.318298 -1.945033 -1.704627 -0.136 0.067 -0.196 0.32
H 5.480140 -8.609379 -1.197524 0.000 0.008 -0.005 0.37
C -7.088137 1.504301 5.348209 0.002 -0.010 0.006 -0.39
C -1.971063 3.895583 2.928976 -0.024 0.047 0.039 -0.49
C -6.899005 1.146315 4.020466 -0.007 -0.007 -0.012 -0.50
C 1.485262 -2.070206 -5.631370 -0.506 -2.070 -1.703 -0.32
H 3.532752 -1.877338 -5.348809 -0.078 -0.099 -0.133 0.34
C 5.489460 -0.533873 -2.948567 -0.327 -0.119 -0.842 -0.67
H -1.095812 11.880099 5.169387 0.002 -0.008 -0.001 0.36
H 6.445498 -0.698185 -3.453620 0.023 0.179 0.212 0.38
H 4.255262 -2.312487 -3.446373 0.048 0.032 0.125 -0.17
H 2.770269 1.389132 -3.670316 -0.098 -0.135 0.045 0.57
H 4.988920 1.390868 -3.740963 0.048 -0.116 -0.179 0.34
H 0.608726 1.466373 -3.444395 -0.224 0.051 0.117 0.36
H -1.249633 -3.371270 -3.960652 0.069 -0.068 -0.006 0.09
C 0.231890 10.457411 6.072268 -0.011 -0.003 -0.006 -0.37
```
Positions in Å, forces in eV/Å.

Calculated values
Total charge   +1
F_max   2.728 eV/Å

---

Entry 2:
This record from the OMol25 dataset describes a molecular structure, C45H51N8OSScSe. The level of theory is ωB97M-V with the def2-TZVPD basis set.

XYZ file:
```
108
Properties=species:S:1:pos:R:3:forces:R:3:mulliken_charge:R:1
H 6.002615 -0.980852 2.205564 0.001 -0.001 0.003 0.20
N -1.698176 -1.913256 -1.663982 -0.127 -0.051 -0.082 1.15
H -5.610026 -0.412874 0.879872 -0.003 0.004 0.004 0.33
C 4.255112 -1.641488 0.124820 0.025 0.019 -0.041 0.21
C 3.162118 0.682922 -2.383893 -0.077 0.012 0.004 -0.67
H 0.147648 -0.145733 5.926555 0.007 -0.003 0.008 0.18
H 1.710124 -0.237310 5.133937 0.015 0.002 0.000 0.17
N 2.271045 -0.644942 -0.592482 -0.017 0.102 0.125 0.15
H -3.927144 -0.861780 2.101315 -0.001 -0.004 -0.008 0.32
H -1.971870 -0.949396 5.638384 -0.014 0.005 -0.004 0.50
H -4.216946 2.613024 -2.678765 0.003 0.001 0.006 0.32
C 0.424706 2.856143 -3.411230 -0.044 0.105 -0.013 0.72
H -1.100499 1.169963 4.551905 0.002 -0.007 0.000 0.27
C 2.788163 -1.477898 0.412252 0.127 -0.086 0.112 1.93
H 6.722841 0.623265 -0.077732 0.001 -0.006 -0.002 0.24
H 0.290299 4.250875 -5.018635 0.000 -0.003 0.004 0.46
C -0.194936 -1.918821 3.718439 0.029 -0.001 -0.039 1.06
H -3.212811 4.348037 -1.146348 0.001 -0.010 -0.007 0.12
H -2.099259 0.348300 -4.584680 0.007 0.007 -0.007 0.34
C 2.293933 -1.068666 1.804993 -0.095 -0.148 -0.108 -1.64
C 5.869564 -0.667216 -1.597726 0.024 -0.040 0.009 -1.28
H -5.509453 2.355533 -1.528959 0.001 0.005 -0.002 0.42
H -2.116271 2.799173 -2.576639 0.019 -0.005 -0.010 -0.11
C -5.400452 0.641085 0.674626 -0.024 -0.018 -0.016 -1.41
H 3.494444 2.313276 -4.751189 0.010 0.010 -0.005 0.39
H 4.542386 4.475129 -4.097538 0.001 0.003 -0.005 0.38
C -0.279670 5.277927 -3.213274 0.003 0.003 0.017 -1.09
C -2.890423 -4.800240 -0.188059 0.027 -0.041 0.042 -0.69
H -0.814536 5.072473 -2.284181 -0.001 0.002 -0.002 0.17
C 4.542920 -0.887343 -0.943759 -0.060 0.078 -0.031 0.46
C -2.853330 0.008577 0.514009 0.052 -0.075 0.029 1.31
H -3.112994 -6.851188 0.400294 0.004 -0.003 0.002 0.35
C -2.300691 -0.639578 4.640751 -0.079 -0.028 0.027 -1.46
C -1.522359 2.059025 -2.048981 -0.053 0.018 -0.020 -0.50
C 2.856727 3.091904 -4.318239 -0.016 -0.008 -0.046 -1.30
H -2.500294 1.181470 3.495659 0.005 -0.009 -0.002 0.13
C -5.579398 1.453617 1.961147 0.021 0.004 0.011 -0.87
C 0.224300 -2.287637 2.479112 -0.094 0.024 0.061 -2.86
C -2.979083 -0.874874 1.576985 -0.074 0.035 -0.012 -0.44
C -2.621231 -5.905738 0.594729 -0.034 0.038 -0.046 -0.76
H 4.030017 0.947510 -2.975544 -0.002 0.014 -0.009 0.36
H 7.475286 0.806980 -1.672398 0.001 0.008 0.000 0.38
C -0.235823 4.019733 -4.085761 -0.004 -0.014 -0.020 -1.29
H -0.773448 6.112531 -3.722274 -0.002 0.004 -0.002 0.38
Sc 0.176068 -0.851930 -0.946735 0.219 -0.117 -0.368 -0.23
H -5.444973 2.518902 1.762158 -0.001 0.001 -0.004 0.18
C 5.135194 -2.521931 0.945994 0.011 -0.032 -0.013 -1.32
C -0.168573 1.993573 -2.475024 0.035 -0.110 -0.002 0.05
H 1.440778 -2.701358 4.827293 0.021 0.026 -0.005 0.34
C -2.266368 -3.561614 -0.000750 -0.023 0.027 -0.026 0.48
C -2.205574 1.369428 -1.100106 0.058 -0.030 0.036 0.66
N -1.755482 0.364972 -0.220254 -0.016 0.140 -0.046 0.05
C 3.729418 4.048508 -3.499954 0.015 0.008 0.033 -1.01
H -4.869872 4.769121 -1.613049 -0.001 0.004 0.003 0.39
Se 1.877228 0.543715 2.373714 0.110 0.089 0.133 -0.15
C -4.034474 0.768477 0.078336 0.030 0.004 0.003 0.12
H -3.364356 -0.896259 4.578710 0.016 -0.001 0.001 0.46
H -4.530937 4.090231 -0.011368 -0.005 0.000 -0.002 0.23
H 0.731720 5.588013 -2.942599 -0.001 0.003 0.000 0.22
H 6.536419 -1.504838 -1.371570 -0.001 0.007 -0.009 0.46
C 6.527793 0.641240 -1.152137 0.007 0.014 0.024 -0.95
H 3.128006 4.868613 -3.101580 -0.001 0.003 -0.004 0.20
C -3.626712 1.606391 -0.893648 -0.045 0.017 0.024 0.23
H 6.061471 -2.732119 0.402851 -0.005 0.002 -0.003 0.33
H 2.214701 -3.091930 2.694748 -0.035 -0.004 0.032 1.05
N 1.971190 -2.753248 0.594096 -0.165 -0.057 -0.068 -0.43
H -6.573673 1.308072 2.393740 -0.005 0.000 0.000 0.40
C -2.149226 0.875831 4.482468 0.021 0.044 0.006 -0.97
H -1.259333 3.757036 -4.377171 0.001 0.003 0.003 0.31
C -1.095233 -1.084595 -3.642427 0.148 -0.024 0.014 0.31
H 5.734715 -0.654845 -2.682706 -0.004 0.002 -0.001 0.39
C 1.762532 2.458539 -3.517608 -0.022 -0.067 0.043 0.84
N -0.853383 -2.129191 1.554638 0.134 -0.010 -0.082 2.61
H -0.082967 -2.647173 5.683383 0.023 -0.019 -0.007 0.40
O 0.876107 -2.715374 -0.252063 -0.092 0.168 -0.030 -0.52
C -1.879041 -1.451299 2.276183 -0.099 0.003 0.089 -1.03
H 4.621481 -3.480638 1.080492 -0.007 0.006 0.006 0.30
H 4.164535 3.523522 -2.647480 -0.002 -0.005 -0.003 0.16
H -3.583573 -4.889085 -1.017032 -0.002 0.002 -0.003 0.41
C 5.477037 -1.931527 2.317212 0.017 0.009 0.011 -0.93
C -4.453252 2.627634 -1.611129 -0.017 -0.027 -0.038 -1.33
C 3.292971 -0.220806 -1.384854 0.103 -0.036 0.080 0.14
N -1.363561 -0.322486 -4.768042 -0.043 -0.003 -0.030 -0.57
C -1.536168 -1.391854 3.596092 0.109 0.008 -0.096 0.66
C -2.575973 -2.627537 -1.097623 0.086 0.050 0.022 -0.82
H 6.110151 -2.613372 2.891830 0.002 0.004 0.003 0.41
N -2.088636 -1.212259 -2.803394 -0.027 -0.150 0.193 -1.11
H 5.868771 1.487083 -1.349923 -0.007 -0.004 -0.011 0.12
C -1.099478 -4.543326 1.846067 -0.012 0.009 -0.018 -0.48
S 0.482799 -1.781279 -3.472583 -0.127 0.052 -0.046 -0.48
C -4.257638 4.045338 -1.067611 0.011 0.021 0.023 -0.95
C -1.693123 -5.770768 1.611546 0.033 -0.026 0.041 -0.87
H -2.718776 1.420726 5.241982 -0.002 0.001 0.001 0.36
H -3.567323 -2.693294 -1.548185 -0.010 -0.009 0.016 0.37
H 2.429752 3.637759 -5.167540 0.000 -0.008 0.003 0.41
H -1.438515 -6.613695 2.243859 0.007 0.009 0.005 0.42
C -1.374737 -3.408459 1.076525 -0.013 -0.030 0.010 0.73
C 0.998956 -0.800155 5.734399 -0.049 0.045 -0.020 -1.10
H -0.521990 0.108626 -5.121445 0.013 0.007 0.017 0.33
C 1.919550 1.365895 -2.643911 0.123 -0.056 0.008 -0.11
C 0.564002 -2.072902 5.007076 -0.029 -0.036 0.007 -1.22
H -6.148956 0.963782 -0.055718 0.007 0.002 -0.001 0.47
H 1.454574 -1.048314 6.697570 0.021 -0.011 -0.010 0.45
H 4.576264 -1.731809 2.899656 -0.009 -0.003 -0.009 0.17
C 1.638803 -2.431502 2.037371 0.061 0.081 0.033 0.31
N 0.742399 1.070469 -2.022062 -0.120 0.083 0.099 0.17
H -0.411335 -4.444511 2.671388 -0.003 -0.022 0.006 0.36
H -4.835295 1.164146 2.704819 -0.005 0.002 0.003 0.09
```
Positions in Å, forces in eV/Å.

Calculated values
Energy above the lowest of the compared OMol25 structures with the same formula, charge and spin   7.3744 eV
Total charge   -2
F_max   0.444 eV/Å

---

| no. | gap between HOMO and LUMO (Ha) |
| --- | --- |
| 1 | 0.2742 |
| 2 | 0.1622 |